# C53H40BrMgN5O5

A molecular structure, C53H40BrMgN5O5 (ωB97M-V/def2-TZVPD, the Open Molecules 2025 dataset).

XYZ file:
```
105
Properties=species:S:1:pos:R:3
C -0.3889 4.2113 -1.6368
N -1.6842 1.0286 -0.1299
H -4.6577 -2.6854 1.8640
C -7.7248 0.1239 2.0588
C 1.0075 0.5772 -3.4555
C -2.6177 -3.5388 1.7231
C 1.8014 1.8570 -3.6356
H 1.4772 -0.3954 -3.5450
H 4.4070 -2.8838 0.5343
O 1.5467 3.5713 -5.3841
H -0.1632 -6.5852 4.8106
C -1.3160 6.2897 -2.4249
C -2.8962 1.0453 0.5374
C -9.5346 0.6370 3.4913
O -0.4617 8.3905 -1.8390
H 0.6156 9.1534 -0.2166
H -0.1588 -4.3175 3.8665
H 0.8984 -8.7162 5.1304
H 2.2974 3.5490 -2.3679
C -6.0053 -0.5049 0.4767
H -9.0761 0.1347 4.3611
C 0.0721 -6.0793 1.0046
N -1.5871 -1.6131 1.0283
C -3.6055 -2.5975 1.6302
C 7.4584 -0.7471 -1.4750
C -2.9634 -1.3706 1.1646
H -2.4869 4.2280 -0.2276
H 0.1305 -10.2602 4.7397
H -7.0294 1.0648 3.8677
N 1.2785 1.1127 -0.5581
O -0.0212 -8.8500 3.3014
C -2.4607 3.1678 -0.0400
H -8.0867 -0.8623 0.1893
C 0.5578 6.3641 -0.8915
H 2.7719 1.7117 -4.1387
C -6.7486 0.6276 2.9256
H 0.3008 10.2165 -1.6017
H 1.2811 6.8822 -0.2580
C -0.0366 -4.9569 1.8202
C 2.4069 -3.6205 0.9634
C -3.3755 2.3605 0.6131
H 7.9757 -0.0513 0.4642
H 0.1367 -5.9300 -0.0838
C -1.4405 2.3014 -0.5039
H -1.0375 3.4237 -4.7249
H 5.5884 0.1360 1.2596
C -0.0429 -7.5547 2.8949
C 4.7690 -0.5321 -0.6100
H 4.2325 1.6496 -1.9426
O 8.7112 -0.8761 -2.0249
H 1.5289 8.9411 -1.7560
C 2.6523 -1.4750 0.2881
H -2.7166 -4.5889 2.0091
C 5.1088 -0.9397 -1.9019
C 0.5695 9.1894 -1.3180
C 7.1600 -0.3186 -0.1891
N 1.2994 -1.6335 0.5023
H 10.7059 -0.9111 -1.8824
C -1.3417 4.9120 -2.3722
C 6.3963 -1.0720 -2.3235
C -1.3806 -2.9009 1.3308
C 3.3347 -2.7388 0.6006
H -9.4154 1.7125 3.5456
H 6.6326 -1.3593 -3.3433
C 0.1260 -7.3648 1.5214
Mg -0.1943 -0.3076 0.1850
C -0.3772 7.0406 -1.6718
C 0.9857 2.1278 -1.3004
H -10.6110 0.3967 3.4950
N -0.2043 0.6287 -3.0855
H -2.0384 6.8277 -3.0348
C 5.8294 -0.2142 0.2349
C -0.1095 -6.4580 3.7487
C -5.4145 0.5082 2.5670
C 9.8628 -0.8179 -1.2025
H -5.7317 -0.9626 -0.4589
H -0.8500 -8.8375 5.1960
C 2.1464 2.4983 -2.1781
H -2.1337 4.4067 -2.9144
C 3.2403 1.6960 -1.6146
H 1.2654 4.4585 -0.2972
O -9.0661 0.1551 2.2756
C 0.9257 2.7790 -4.4504
C -0.4103 2.6693 -1.5433
H -4.6635 0.8750 3.2463
C -3.5631 -0.1561 1.0163
Br -2.7006 1.6347 -3.2005
C -0.0798 -3.5465 1.3350
C 0.5315 4.9636 -0.9069
H 4.3068 -1.2057 -2.5678
C -0.3443 2.8324 -4.1661
C -5.0138 -0.0468 1.3637
H 9.8343 -1.6273 -0.4530
H 2.4555 3.2942 -5.5102
C -0.8097 1.9662 -3.0042
C 1.0920 -2.9389 0.9503
C -7.3403 -0.4384 0.8366
C 3.3200 -0.3838 -0.2468
H 0.2811 -8.2199 0.8748
C -0.0897 -5.1832 3.2028
H 2.5001 -4.6576 1.2716
H 9.9275 0.1538 -0.6871
C 2.6995 0.8246 -0.7306
H -4.2803 2.6960 1.0628
C 0.0465 -9.1703 4.6460
```

As for the gap between HOMO and LUMO (spin up / spin down): 5.5 / 5.5 eV. The total energy comes out at -5467.76396 a.u. Its net charge is 0. The relative energy (zero: lowest compared OMol25 entry of this formula, charge and spin) is 0.0 kJ/mol.

***

# C53H40ClF3IrN6OS3

A molecular structure, C53H40ClF3IrN6OS3 (ωB97M-V/def2-TZVPD, the Open Molecules 2025 dataset).

XYZ file:
```
108
Properties=species:S:1:pos:R:3
C 2.1449 -1.3187 -2.8579
H -0.5679 4.0995 -1.8241
H -4.3196 0.9312 5.1931
C -2.7850 0.5896 3.6539
H -2.7262 -0.5809 -2.8239
C 0.4818 4.1827 2.6701
H -1.5368 2.8245 1.0626
C 5.5761 1.3840 -0.6044
H -2.8117 -2.4537 1.9335
H -5.3592 3.9041 -0.5606
C -0.0596 -3.1381 -0.3599
C 1.5464 -1.5380 -4.0932
C -0.7160 -0.1615 4.9185
C 1.1820 1.2546 -2.3044
N 0.9061 0.6176 3.3673
C -2.8371 1.2155 0.4891
H 4.0127 -3.3985 -5.4720
C -0.8228 2.1619 4.0935
Cl 5.4052 4.4127 -3.1370
H 5.0375 -2.9957 -3.2621
H -4.8707 -3.9112 -4.4576
H 0.7010 -3.5571 -2.3388
H -2.1776 3.6998 4.7199
C 1.3910 -5.3172 0.4716
C 1.4309 -4.9316 -0.8647
F 3.5002 -1.0162 3.4581
C -2.9263 -1.6446 -2.8724
H -4.4398 -1.4789 -4.3707
C -4.3852 -1.1024 4.6162
H -4.2510 -3.1090 3.7890
H -5.9204 1.5149 -0.8357
S -1.6718 0.0123 1.0708
C 3.3945 -1.8251 -2.5390
C 2.4735 3.1425 0.8284
C -0.1114 -3.5107 0.9737
C -4.1232 -3.5216 -3.7791
C 1.9971 2.9844 -3.7409
H -4.3005 -0.2281 -0.1487
C 0.1786 3.4242 -2.2241
H 6.1956 0.5272 -0.3733
C 0.6973 -3.8414 -1.2937
H -0.4469 1.7682 -0.9982
C -1.5967 1.0053 4.6453
N 1.9242 2.3853 1.6980
H 3.8063 -1.6478 -1.5526
H -5.1608 -1.3541 5.3273
H -1.0638 -0.9487 5.5754
C -3.4182 3.5217 0.2669
C -3.8861 -2.0925 3.7386
C -3.9212 0.1638 4.5390
C -0.6118 4.4790 3.4796
C 4.0643 -2.5823 -3.4916
Ir 1.6601 0.1178 1.5513
H -0.9505 5.5032 3.5640
C 0.9269 2.8761 2.5788
C -3.8818 -2.1510 -3.7327
C 1.0524 3.8554 -3.2175
H -2.0870 1.3158 5.5707
O 4.2007 0.8258 1.1930
C 2.0750 1.6766 -3.2785
H 2.1543 4.1800 0.7232
H 0.5634 -1.1374 -4.3099
N -0.3204 0.5717 1.0348
H 0.9647 4.9817 2.1241
C 5.0337 3.3397 -1.8661
C -2.5006 2.5531 0.6480
C 3.4853 -2.8102 -4.7323
S -1.0635 -1.8171 -0.9540
C 3.5756 2.7541 -0.0365
H -3.0752 1.5190 3.1466
H -1.9018 -4.5784 -1.4497
H 0.9902 4.8700 -3.5901
C 2.2294 -2.2907 -5.0336
C 0.2363 2.1191 -1.7633
H 2.6724 3.3162 -4.5185
C -2.4737 -0.4713 2.6076
C -2.4520 -3.9018 -2.0901
H 1.7831 -2.4756 -6.0016
C -3.0052 -1.7271 2.7075
N 2.0268 -0.5325 -0.3375
C 4.4194 1.5911 0.2514
C -4.6454 3.1463 -0.2645
H 1.9642 -6.1745 0.7993
C -2.2215 -2.5376 -2.0699
C -4.9650 1.8020 -0.4170
H -0.6870 -2.9428 1.6860
H -3.1767 4.5701 0.3895
N -0.2581 -0.8207 -1.8175
N -2.0085 -1.2859 0.1622
S 1.3081 -0.3848 -1.6077
H 1.0627 -1.1977 4.3603
H 0.6095 -4.9068 2.4259
C 5.8603 2.2220 -1.6370
C 0.4553 -0.3104 4.2648
H 2.8128 1.0010 -3.6918
C 0.6242 -4.6122 1.3852
C 0.3403 1.8868 3.3830
C 2.8688 -1.3640 2.3230
H 3.3347 4.4960 -1.2527
C 3.9172 3.6040 -1.0563
C -1.2868 3.4691 4.1466
C -4.0625 0.8229 -0.0325
F 2.0783 -2.4355 2.6550
H 2.0283 -5.4870 -1.5753
H -3.6114 -5.4531 -3.0011
C -3.4166 -4.3899 -2.9634
H 6.7196 2.0635 -2.2750
F 3.7953 -1.8548 1.4925
```

As for the gap between HOMO and LUMO (spin up / spin down): 7.0 / 6.0 eV. The multiplicity is 6. The total energy comes out at -4505.27773 a.u. Its net charge is +2. The relative energy (zero: lowest compared OMol25 entry of this formula, charge and spin) is 68.5 kJ/mol.